Density functional theory data (wB97M-V/def2-TZVPD) for a cluster of 5 separate species, C17H34BO5P in total.

Gap between HOMO and LUMO: 8.44 eV
SMILES: C#CCCCB[PH2]=O.CC(C)=O.CC(C)=O.CC(C)=O.CC(C)=O

The geometry in ORCA input format:
```
! RIJCOSX wB97M-V def2-TZVPD def2/J DEFGRID3
* xyz 0 1
P -1.24390 2.51163 -0.23189
O 0.13548 2.98316 0.10640
O -1.39595 -6.65447 2.40480
O 1.89674 6.11842 -3.62934
O -0.47428 -3.64332 0.45735
O 5.40838 1.73180 -3.78837
C 1.12970 5.37723 -1.50610
C 1.71477 7.83509 -1.99268
C 4.72445 2.52813 -3.18793
C -3.68819 -0.52587 4.63063
C -2.00962 -0.51995 1.54241
C 3.84428 3.52706 -3.89460
C -1.63197 -0.90716 2.98416
C -0.19870 -5.71658 -0.67523
C 1.60468 6.41387 -2.49259
C 4.70340 2.57012 -1.67674
C -2.99414 -4.89917 2.22968
C -2.75463 -0.69526 3.89562
C -0.38010 -4.22313 -0.60307
C -2.02961 -5.67718 4.47722
C -0.76745 -0.28558 0.65457
C -0.44326 -3.48120 -1.91684
C -2.06917 -5.82885 2.97629
B -1.15496 0.60234 -0.56563
H -0.41130 -1.25428 0.30633
H -0.17861 -6.13454 0.32749
H -4.02126 -5.04488 2.56960
H -4.57709 -0.28179 5.16149
H 1.10340 4.39939 -1.97745
H -1.27440 -3.85725 -2.51570
H 0.73070 -5.95485 -1.19594
H -2.19344 2.71450 0.79663
H 0.47859 -3.64011 -2.47836
H 5.36895 1.80776 -1.27854
H 0.01214 0.22476 1.22854
H 5.02590 3.55242 -1.32687
H -2.63221 0.37860 1.59361
H 2.40804 7.88187 -1.15120
H 3.68928 2.39690 -1.31087
H -1.33512 -1.95772 3.02533
H -1.79930 3.16183 -1.35545
H -2.70931 -3.86283 2.41718
H 1.79878 5.33523 -0.64606
H -1.02517 -6.16373 -1.23124
H -1.32385 0.16263 -1.65998
H 2.07104 8.47982 -2.79265
H 0.74033 8.18643 -1.64924
H 0.13111 5.62856 -1.14637
H -1.71405 -4.66624 4.74126
H -1.33269 -6.39662 4.90012
H -2.93356 -5.09772 1.16279
H 4.13094 4.54298 -3.62285
H -2.63333 -1.30523 1.11396
H 2.80412 3.38367 -3.60134
H 3.93497 3.40456 -4.97130
H -3.02347 -5.84312 4.89623
H -0.57878 -2.41613 -1.74105
H -0.77293 -0.31790 3.30922
*
```

Quick look at the Mulliken charges, all values in e:
1. P 0.24
2. O -0.59
3. O -0.55
4. O -0.54
5. O -0.48
6. O -0.57
7. C -0.81
8. C -1.20
9. C 0.82
10. C 0.03
11. C -0.52
12. C -0.86
13. C -0.64
14. C -1.24
15. C 0.77
16. C -0.96
17. C -0.65
18. C -0.63
19. C 0.90
20. C -1.16
21. C -0.42
22. C -0.90
23. C 0.85
24. B 0.37
25. H -0.08
26. H 0.22
27. H 0.45
28. H 0.46
29. H 0.10
30. H 0.34
31. H 0.43
32. H 0.02
33. H 0.35
34. H 0.32
35. H 0.37
36. H 0.30
37. H 0.52
38. H 0.32
39. H 0.20
40. H 0.22
41. H 0.04
42. H -0.09
43. H 0.33
44. H 0.34
45. H -0.09
46. H 0.33
47. H 0.34
48. H 0.36
49. H 0.30
50. H 0.32
51. H 0.18
52. H 0.27
53. H 0.25
54. H 0.19
55. H 0.30
56. H 0.35
57. H 0.05
58. H 0.48

Density functional theory data (wB97M-V/def2-TZVPD) for a structure of composition C31H88BF3HgNO13S at a distorted geometry.

Gap between HOMO and LUMO: 7.15 eV
Energy relative to the best compared isomer or geometry (same formula, charge and spin): 0.00 kcal per mole

The geometry in ORCA input format:
```
! RIJCOSX wB97M-V def2-TZVPD def2/J DEFGRID3
* xyz 1 1
Hg 0.53859 -10.40139 33.11414
S 3.93609 -10.05931 31.58642
F 5.04805 -8.89119 29.55888
F 3.16149 -8.00328 30.13306
F 3.19397 -9.88464 29.04341
O 8.85811 -7.21851 32.27028
O 2.54693 -10.19314 32.01461
O 6.02865 -4.63856 25.89744
O 5.61008 -13.63320 27.05468
O 1.78353 -11.90693 34.56022
O 0.07699 -9.32534 28.19239
O 7.69367 -10.50073 24.93322
O 5.71895 -8.02769 36.51234
O 4.70989 -9.20301 32.45730
O 4.58397 -11.31468 31.25931
O 0.07944 -12.24200 31.82203
O -0.05306 -9.06317 31.14907
O 5.64826 -13.35303 29.90127
N 3.95221 -7.34842 34.47691
C 3.80757 -9.15421 29.95170
C -1.19328 -8.29684 31.53817
C 6.19974 -14.40687 30.68993
C 6.66712 -8.82804 35.79551
C 6.99378 -5.92445 31.55649
C -2.44421 -8.69101 30.72840
C 7.98457 -7.64869 30.05121
C 7.49990 -9.45403 25.91396
C 7.65057 -7.30242 31.51820
C 7.86483 -7.94512 35.45631
C 0.19707 -12.49724 29.42381
C 8.88648 -8.93979 26.28035
C 2.83223 -14.05801 34.61008
C 5.07726 -15.20830 31.35270
C 0.90655 -12.76122 30.73591
C 3.02084 -12.58685 34.23641
C 7.03930 -10.03864 36.65866
C 3.72170 -15.08361 26.99951
C 1.75818 -8.03638 26.98591
C 6.74023 -10.06223 27.08399
C 3.44762 -12.57846 27.30150
C 4.24211 -13.70262 26.64677
C 1.16615 -14.23159 31.01829
C 6.17158 -5.33977 27.14166
C -0.92287 -6.80202 31.33825
C 5.08718 -6.40030 27.16362
C 0.17051 -9.67391 25.79071
C 6.08259 -4.36625 28.30441
C 7.24072 -15.21430 29.96372
C 0.95410 -9.33484 27.03733
C 4.13165 -11.97100 35.05778
B 1.13917 -8.42265 34.34111
H 6.22774 -9.21162 34.86973
H -2.70281 -9.71124 31.02855
H 4.33526 -14.51025 31.74505
H 8.47046 -6.79545 29.57987
H 7.65718 -10.74986 36.11219
H -0.78402 -9.01296 27.89069
H 2.39828 -12.64711 26.99600
H 4.14022 -6.36303 34.29794
H 4.24850 -13.52543 25.56932
H 9.25621 -8.09176 32.17606
H -0.29629 -10.65337 25.90489
H 5.05191 -12.54498 34.91428
H 1.42403 -7.47868 34.96284
H 5.18891 -6.94718 28.10820
H -0.63797 -8.96948 25.57698
H 1.99128 -7.58903 27.94920
H 3.19891 -12.50997 33.16668
H 7.88499 -14.55924 29.37957
H 0.02632 -6.57351 31.82825
H 4.43523 -15.86940 26.75577
H 0.86227 -9.70874 24.94871
H 2.58860 -14.20577 35.66663
H 3.83057 -11.60721 26.99587
H 1.86645 -12.24632 30.74667
H 8.65771 -8.47105 34.92503
H 6.39135 -9.28443 27.76212
H 4.44978 -7.65854 35.32960
H 4.60221 -15.80635 30.57006
H 2.91343 -7.47483 34.56759
H 5.79602 -10.44359 26.68876
H 0.08459 -8.83687 34.72785
H 1.11480 -8.10706 33.20640
H 1.44106 -12.25545 35.39067
H 6.12939 -5.95991 30.89122
H -1.66003 -6.19383 31.86052
H 6.72454 -5.73969 32.59809
H 3.61056 -15.14086 28.08862
H 7.59621 -9.63862 37.50947
H 9.56450 -9.73746 26.58143
H 6.72669 -13.86785 31.49530
H 3.50501 -12.68305 28.38775
H 9.31827 -8.38891 25.44404
H 7.32724 -10.81963 27.59930
H -0.86805 -6.57253 30.27516
H -0.80348 -12.62175 31.74204
H 7.67655 -5.16691 31.17610
H 1.63574 -10.16471 27.24194
H 5.21289 -12.71698 30.49690
H 7.56435 -7.13289 34.79342
H 7.08508 -7.87337 29.48033
H 0.29468 -14.79027 31.36147
H 6.31016 -4.81171 29.27221
H 5.10462 -7.09576 26.32714
H 8.84867 -8.20636 27.09486
H 0.14742 -8.87748 30.21758
H 0.03927 -11.44281 29.19357
H 1.93937 -14.29341 31.78363
H 2.77663 -15.29819 26.49536
H 6.95391 -8.65405 25.41135
H 1.16299 -7.28318 26.45928
H -1.50644 -8.51627 32.56111
H -2.29836 -8.64074 29.65167
H 6.10695 -7.75099 37.34889
H 5.41594 -15.84471 32.17022
H 4.31757 -7.87152 33.66374
H 6.13216 -10.54710 36.98036
H 6.94040 -8.03908 31.90898
H 6.82978 -3.58350 28.12967
H -3.28177 -8.07322 31.05039
H 8.58365 -8.55982 29.98753
H 6.23670 -3.71131 26.04443
H 5.13655 -3.82382 28.36030
H 6.79748 -15.93713 29.26904
H 4.36853 -10.97317 34.67831
H 8.26658 -7.51393 36.37604
H 7.15760 -5.81587 27.11973
H 5.65655 -13.73123 28.02103
H 0.72627 -12.95861 28.59087
H 1.55886 -14.71083 30.11996
H 7.64831 -11.32768 25.42472
H 2.66727 -8.23103 26.41655
H 1.94010 -14.43197 34.09664
H -0.80584 -12.94131 29.46703
H 3.93490 -11.93271 36.12812
H 4.09522 -5.94386 27.20152
H 3.66056 -14.70767 34.33645
H 7.80253 -15.83591 30.65977
H 1.92423 -9.29101 34.51240
*
```

Mulliken atomic charge list, values in e, 99 entries:
1. Hg 1.27
2. S 0.09
3. F -0.01
4. F -0.26
5. F 0.26
6. O -0.63
7. O 0.07
8. O -0.56
9. O -0.54
10. O -0.36
11. O -0.17
12. O -0.62
13. O -0.66
14. O -0.51
15. O -1.44
16. O -0.54
17. O -0.02
18. O 0.35
19. N 0.16
20. C 0.19
21. C 0.71
22. C 0.81
23. C 1.63
24. C -1.43
25. C -1.33
26. C -1.05
27. C 0.68
28. C 1.32
29. C -1.38
30. C -1.37
31. C -1.27
32. C -1.80
33. C -0.72
34. C 2.74
35. C 2.50
36. C -1.52
37. C -1.21
38. C -1.50
39. C -0.50
40. C 0.05
41. C 0.13
42. C -1.19
43. C 0.66
44. C -1.43
45. C -0.63
46. C -1.63
47. C -1.24
48. C -1.74
49. C 1.67
50. C -1.70
51. B 0.78
52. H -0.58
53. H 0.33
54. H -0.23
55. H 0.30
56. H 0.33
57. H 0.09
58. H 0.30
59. H 0.47
60. H 0.42
61. H 0.40
62. H 0.40
63. H 0.49
64. H -0.19
65. H -0.17
66. H 0.39
67. H 0.16
68. H -1.10
69. H 0.33
70. H 0.25
71. H 0.35
72. H 0.45
73. H 0.50
74. H -0.14
75. H -1.48
76. H 0.33
77. H -0.44
78. H 0.49
79. H 0.23
80. H -0.11
81. H 0.27
82. H -0.15
83. H -0.45
84. H 0.21
85. H 0.19
86. H 0.45
87. H 0.25
88. H 0.04
89. H 0.43
90. H 0.36
91. H 0.22
92. H -0.19
93. H 0.35
94. H 0.51
95. H 0.33
96. H 0.27
97. H 0.50
98. H -0.78
99. H 0.37